{"formula": "C4H36BO26", "method": "wB97M-V/def2-TZVPD", "total_energy_ev": -58652.5683, "de_lowest_kj_mol": 184.17, "e_lumo_ev": 1.8, "largest_force_ev_per_a": 8.7, "homo_lumo_gap_ev": 9.093, "charge": -1, "species": ["O", "C", "O", "B", "O", "C", "O", "O", "C", "O", "C", "O", "O", "O", "H", "H", "O", "H", "H", "O", "H", "H", "O", "H", "H", "O", "H", "H", "O", "H", "H", "O", "H", "H", "O", "H", "H", "O", "H", "H", "O", "H", "H", "O", "H", "H", "O", "H", "H", "O", "H", "H", "O", "H", "H", "O", "H", "H", "O", "H", "H", "O", "H", "H", "O", "H", "H"], "xyz": [[11.9050, -8.0510, -28.1090], [11.3330, -8.7720, -27.2770], [11.3170, -10.0220, -27.3980], [10.8840, -10.5620, -26.0970], [10.7150, -9.3960, -25.2420], [10.9090, -8.4290, -25.9580], [10.8680, -7.3100, -25.5260], [11.8600, -11.5190, -25.5440], [11.2290, -12.5770, -25.5950], [11.7030, -13.6270, -25.1580], [9.8240, -12.4460, -25.9660], [9.6090, -11.2960, -26.2520], [8.9960, -13.3760, -26.0470], [10.4280, -5.4680, -23.5320], [11.1680, -6.0660, -23.5290], [9.7970, -6.0070, -24.0070], [10.6560, -15.5460, -23.5730], [10.2210, -14.8620, -23.0960], [11.0450, -15.0760, -24.3190], [8.4150, -8.2090, -27.3740], [7.8850, -8.6040, -28.0270], [8.1290, -8.5530, -26.5120], [8.3810, -7.1330, -24.1190], [7.8740, -6.7450, -24.8280], [7.9230, -7.0190, -23.2890], [13.8050, -6.0010, -26.4330], [13.6810, -6.4210, -27.3180], [13.0050, -5.4840, -26.2820], [9.4780, -5.5780, -27.2330], [9.0400, -6.3920, -27.3700], [10.0700, -5.8420, -26.5010], [11.6290, -4.4360, -25.6290], [11.2540, -4.9640, -24.9110], [10.9620, -3.9370, -26.0080], [13.7450, -8.2170, -25.3010], [14.7160, -8.3800, -25.2930], [13.6600, -7.3700, -25.6990], [11.9720, -4.8160, -28.6140], [11.6120, -5.6940, -28.5630], [11.5310, -4.3860, -29.3460], [8.3170, -13.8860, -22.8630], [9.0520, -13.2550, -22.8220], [7.9620, -13.9470, -23.7610], [6.6670, -13.7310, -24.9480], [7.4870, -13.6480, -25.4110], [6.3790, -12.8740, -24.7100], [6.9120, -12.2470, -27.8620], [7.7460, -12.4930, -27.4030], [6.1990, -12.7770, -27.5470], [12.7520, -6.7620, -23.2760], [13.3090, -7.0670, -23.9880], [13.2960, -6.2040, -22.7540], [7.4960, -9.5170, -25.3880], [7.6480, -8.9650, -24.6410], [8.1180, -10.2010, -25.3520], [9.9120, -11.7020, -23.0790], [9.9290, -10.7720, -23.0380], [10.6790, -11.9650, -22.6180], [9.7340, -9.0290, -22.3460], [10.2000, -8.6720, -21.6100], [9.7490, -8.2440, -22.9060], [12.9500, -12.3800, -22.7580], [12.9900, -11.4390, -22.5550], [12.5720, -12.3360, -23.6340], [13.0150, -9.6460, -22.8920], [12.8240, -9.4820, -23.7890], [12.6340, -8.8510, -22.5470]], "forces_ev_per_angstrom": [[-1.7, -0.4, 1.7], [3.6, 3.3, -5.0], [-0.7, -3.9, 0.4], [0.6, 0.7, -0.5], [-1.1, -5.7, 2.8], [0.3, 6.5, 0.2], [-0.1, 1.5, 0.1], [0.7, 5.0, -1.2], [1.3, -8.1, 3.1], [-0.5, 1.1, -1.3], [-2.3, -8.0, 0.1], [-1.1, 6.7, -1.3], [2.2, 1.7, 0.1], [-0.7, 0.7, 0.5], [1.2, -0.6, 0.4], [-0.7, -0.1, -0.1], [0.7, -1.2, -0.5], [-0.9, 0.6, 0.7], [0.0, -0.1, 0.0], [1.7, 1.5, 0.6], [-1.1, -0.9, -1.2], [-0.5, -0.5, -0.1], [0.2, -0.7, 0.0], [-0.4, 0.4, -0.3], [-0.5, 0.3, 0.2], [0.5, -0.6, -1.2], [-0.1, 0.7, 0.8], [-0.7, 0.7, -0.1], [0.8, 1.3, 1.0], [-1.1, -1.6, -0.7], [0.1, 0.4, -0.6], [2.9, -1.3, 0.7], [-0.4, 0.5, 0.3], [-2.0, 1.4, -1.3], [1.3, -3.0, 1.4], [-1.1, 0.0, 0.0], [-0.1, 2.2, -1.5], [0.8, 0.7, -0.1], [-0.6, -0.7, 0.1], [-0.2, -0.1, -0.1], [0.4, -0.3, 0.9], [-0.8, 0.1, -0.4], [0.1, 0.1, 0.4], [-1.4, -1.8, 0.0], [0.9, 0.4, -0.9], [-0.3, 1.4, 0.4], [1.4, 1.0, -0.5], [-1.2, -0.2, -0.2], [-0.4, -0.8, 0.7], [-1.0, -0.3, 0.5], [0.4, -0.7, -0.7], [0.7, 0.9, 0.8], [-2.0, 0.8, -0.6], [0.3, 0.6, 1.2], [1.4, -1.8, 0.1], [-1.1, -1.3, -1.3], [-0.2, 2.2, 0.3], [1.9, -0.7, 0.9], [-0.5, 0.5, -0.7], [0.6, -0.1, 1.4], [-0.1, -0.2, -0.8], [-0.3, 0.0, 0.4], [0.3, 0.3, 0.3], [0.1, -0.6, -0.5], [0.3, -0.6, 1.4], [0.0, -0.1, -2.3], [-0.2, 0.9, 0.9]], "mulliken_charge": [-0.7783, 0.4231, -0.7199, 1.3406, 1.0907, 0.6412, -0.3538, -0.4682, 0.5711, -0.7879, 0.6332, -0.5666, -0.9802, -0.8533, 0.4342, 0.6088, -0.6936, 0.3354, 0.4705, -0.6316, 0.2802, 0.2519, -0.7019, 0.3155, 0.2502, -0.8009, 0.3375, 0.4033, -0.8098, 0.5180, 0.0061, -0.7778, 0.5456, 0.2508, -0.5370, 0.1916, 0.2793, -0.5718, 0.2947, 0.2736, -0.7308, 0.3343, 0.4136, -0.7298, 0.4828, 0.3308, -0.6872, 0.3492, 0.2992, -0.6642, 0.3987, 0.2527, -0.8252, 0.3801, 0.3484, -0.6343, 0.1239, 0.3442, -0.6989, 0.2779, 0.2126, -0.7608, 0.4767, 0.2796, -0.7774, 0.1740, 0.3156]}


{"formula": "C4H36HgO15V", "method": "wB97M-V/def2-TZVPD", "total_energy_ev": -65274.0442, "multiplicity": 5, "e_lumo_ev": [-13.4, -15.0], "largest_force_ev_per_a": 6.1, "homo_lumo_gap_ev": [4.198, 2.670], "charge": 3, "species": ["Hg", "V", "C", "C", "O", "H", "H", "H", "H", "H", "C", "C", "O", "H", "H", "H", "H", "H", "O", "H", "H", "O", "H", "H", "O", "H", "H", "O", "H", "H", "O", "H", "H", "O", "H", "H", "O", "H", "H", "O", "H", "H", "O", "H", "H", "O", "H", "H", "O", "H", "H", "O", "H", "H", "O", "H", "H"], "xyz": [[10.9974, 6.1590, -24.7695], [12.6387, 9.2093, -25.9595], [9.4058, 9.1397, -28.1050], [9.7245, 7.8565, -27.2606], [10.7144, 8.0044, -26.3018], [9.0015, 9.8580, -27.3917], [8.6013, 8.8323, -28.7730], [10.2038, 9.6165, -28.6743], [10.1035, 7.0559, -27.8958], [8.7603, 7.4972, -26.9009], [12.4681, 7.8972, -21.7672], [13.3259, 8.1472, -22.9745], [12.7094, 7.8594, -24.1380], [11.8766, 6.9818, -21.7781], [11.7622, 8.7057, -21.5770], [13.2332, 7.8064, -20.9961], [14.1967, 7.5302, -22.7529], [13.6834, 9.1765, -22.9460], [17.1226, 9.0477, -23.8111], [16.1771, 9.1726, -23.7296], [17.2875, 9.0722, -24.7537], [14.7013, 12.1632, -23.2851], [14.1877, 12.9593, -23.1485], [14.5067, 11.6183, -22.5226], [9.6334, 10.3844, -20.6943], [10.4725, 10.7373, -20.9902], [9.8664, 9.6151, -20.1746], [12.2293, 4.8275, -19.5037], [11.7568, 3.9951, -19.5142], [11.5927, 5.4688, -19.8194], [9.5661, 6.2101, -20.0964], [8.6431, 6.3190, -19.8676], [10.0109, 6.9299, -19.6489], [14.5299, 10.8638, -21.0117], [14.6798, 10.1720, -20.3674], [15.3887, 11.2686, -21.1335], [15.4739, 5.7663, -24.7443], [14.7573, 6.3803, -24.5837], [15.0402, 4.9285, -24.9064], [14.6845, 6.1271, -19.3510], [15.2665, 5.8538, -20.0601], [13.8655, 5.6613, -19.5197], [15.6362, 8.6790, -19.3464], [15.3168, 7.7924, -19.1786], [16.5411, 8.5577, -19.6339], [12.0293, 4.6231, -23.3844], [11.4939, 3.8669, -23.1441], [12.9316, 4.3225, -23.2761], [9.7343, 7.5037, -23.0707], [10.2328, 8.2502, -22.7384], [8.8730, 7.5892, -22.6619], [11.9918, 11.6137, -21.7351], [12.2439, 12.5198, -21.9127], [12.8207, 11.1591, -21.5850], [14.3945, 10.3545, -25.4502], [14.2993, 11.0870, -24.8414], [15.2485, 10.4925, -25.8600]], "forces_ev_per_angstrom": [[1.1, 1.3, 2.1], [0.9, -0.7, 2.2], [0.1, -1.0, 0.8], [-0.2, 3.2, -0.4], [-0.2, -0.9, -0.1], [-0.1, 0.1, 0.0], [0.0, 0.2, -0.2], [0.2, -0.3, 0.0], [0.4, -0.8, -0.8], [0.0, -0.6, 0.7], [0.1, 0.4, 0.6], [0.8, -0.3, 2.6], [-2.2, 0.2, -5.7], [0.3, -0.3, -0.3], [0.1, 0.3, 0.3], [-0.6, 0.2, 0.8], [0.5, -0.2, -0.8], [0.0, 0.3, -0.1], [-0.2, 0.1, 0.1], [-0.2, 0.0, 0.2], [0.4, -0.1, -0.3], [-0.1, -0.2, -1.4], [0.1, 0.5, -0.1], [-0.1, -0.4, 0.3], [-0.4, -0.7, -0.5], [0.5, 0.7, -0.1], [-0.1, 0.0, 0.5], [0.3, 0.2, -0.5], [-0.1, -0.3, 0.3], [-0.4, 0.0, 0.1], [0.4, 0.0, -0.6], [-0.4, -0.2, 0.3], [0.0, 0.3, 0.4], [-0.2, 0.2, -0.5], [0.3, -0.9, 0.8], [0.6, 0.2, 0.4], [-0.1, 0.1, 0.0], [-0.2, 0.3, 0.1], [0.2, -0.5, -0.2], [0.4, 0.4, -0.3], [0.4, -0.3, -0.1], [-0.6, -0.5, 0.3], [-0.1, 1.0, -0.6], [-0.5, -0.7, 0.3], [0.4, 0.1, 0.1], [-0.9, 0.6, -0.5], [-0.5, -0.5, 0.3], [0.9, 0.1, -0.1], [0.4, -0.6, -1.1], [0.4, 0.4, 0.2], [-0.6, -0.3, 0.2], [-0.6, -0.3, -0.7], [-0.3, 0.4, 0.2], [0.5, -0.1, 0.5], [-1.3, -1.4, -0.9], [0.1, 1.4, 1.5], [0.5, -0.1, -0.5]], "mulliken_charge": [1.3594, 1.1469, -1.2564, -0.0837, -0.3446, 0.3829, 0.3770, 0.4070, 0.3987, 0.3421, -0.6333, 0.9536, -0.1857, 0.4823, -0.6086, 0.2700, 0.4755, -0.7100, -0.5701, 0.2471, 0.3049, -0.7083, 0.3042, 0.4454, -0.5984, 0.3414, 0.3050, -0.6699, 0.3089, 0.3374, -0.6789, 0.3358, 0.3082, -0.6322, 0.2096, 0.2742, -0.5739, 0.2189, 0.2994, -0.6421, 0.3389, 0.2852, -0.6420, 0.3492, 0.3005, -0.4586, 0.3171, 0.2829, -0.4996, 0.3372, 0.2629, -0.6706, 0.2874, 0.3881, -0.5023, 0.3947, 0.2893]}


{"formula": "C4H36N2O12S", "method": "wB97M-V/def2-TZVPD", "total_energy_ev": -43112.6754, "multiplicity": 2, "e_lumo_ev": [-2.9, -8.2], "largest_force_ev_per_a": 1.2, "homo_lumo_gap_ev": [10.064, 4.796], "charge": 1, "species": ["N", "C", "C", "C", "S", "C", "N", "H", "H", "H", "H", "H", "H", "H", "H", "H", "H", "H", "H", "H", "H", "O", "H", "H", "O", "H", "H", "O", "H", "H", "O", "H", "H", "O", "H", "H", "O", "H", "H", "O", "H", "H", "O", "H", "H", "O", "H", "H", "O", "H", "H", "O", "H", "H", "O"], "xyz": [[0.2893, -0.4670, 0.6696], [1.0847, 0.5982, 1.2493], [2.5626, 0.3794, 0.9498], [3.3397, 1.6973, 1.0777], [2.8802, 2.8521, -0.2117], [0.8227, 0.7784, 2.7488], [-0.5199, 1.3033, 2.9081], [0.3616, -1.3525, 1.1875], [-0.6953, -0.2232, 0.7033], [0.7869, 1.5224, 0.7520], [2.6861, -0.0502, -0.0489], [3.0069, -0.3518, 1.6274], [4.4159, 1.5593, 1.0212], [3.1289, 2.2031, 2.0177], [1.6446, 3.1849, 0.2622], [1.5126, 1.4980, 3.1882], [1.0170, -0.1866, 3.2320], [-0.6938, 1.6139, 3.8572], [-1.2341, 0.6148, 2.6814], [-2.8929, 0.6926, -0.2570], [-2.5037, 1.4542, 1.0446], [-2.5259, 1.5517, 0.0722], [-0.0981, 2.8309, 1.7471], [-0.0581, 4.4111, 1.6306], [0.3416, 3.5958, 1.2987], [1.3362, -1.9181, -2.3742], [0.8724, -1.4764, -0.9510], [0.8761, -2.2406, -1.5663], [-1.6311, -1.4181, 2.1690], [-2.7282, -0.8073, 1.2685], [-2.1716, -0.6080, 2.0538], [-0.9285, -2.3449, -1.9075], [-1.8310, -1.8883, -3.0273], [-1.8604, -2.3860, -2.1844], [-0.4363, -0.9380, -4.6433], [-0.8589, 0.0520, -3.5179], [-1.1981, -0.5991, -4.1632], [0.0459, 1.8183, -2.0242], [0.3313, 0.4490, -1.4031], [0.3588, 0.8936, -2.2660], [-2.8247, -1.5263, -1.1309], [-4.3139, -1.1834, -0.7088], [-3.3935, -1.0081, -0.4926], [-1.0763, -4.3456, -0.6926], [0.3121, -3.7019, -0.6222], [-0.2774, -4.3142, -0.1541], [-1.4663, 2.5835, -0.8782], [-0.2382, 3.3594, -0.4387], [-0.7004, 3.0812, -1.2470], [1.5475, -0.0429, -3.2739], [2.9338, -0.6119, -3.7260], [1.9997, -0.8306, -3.6550], [-0.3329, -3.4699, 2.8131], [-0.5004, -3.4202, 1.2585], [-0.5054, -2.8677, 2.0766]], "forces_ev_per_angstrom": [[0.3, -0.2, -0.7], [0.2, -0.3, 0.3], [-0.1, -0.1, -0.2], [0.4, 0.0, 0.1], [0.6, -0.2, -0.4], [0.1, 0.0, -0.3], [0.1, 0.9, 0.2], [0.1, 0.4, 0.0], [0.0, 0.1, 0.0], [-0.2, -0.3, -0.1], [0.0, 0.2, 0.0], [0.1, 0.1, 0.2], [0.1, 0.0, -0.2], [-0.2, 0.1, 0.2], [-0.2, 0.2, 0.3], [0.2, 0.1, 0.0], [-0.1, 0.0, 0.1], [0.1, 0.0, 0.0], [0.0, 0.0, -0.1], [0.1, 0.5, 0.1], [0.0, 0.1, -0.7], [-0.1, -0.5, 0.5], [-0.3, 0.1, 0.5], [0.0, -0.1, 0.0], [0.0, 0.1, 0.1], [0.0, -0.2, 0.2], [-0.1, -0.4, 0.0], [0.3, 0.5, 0.0], [-0.3, -0.1, 0.1], [0.0, -0.1, 0.4], [-0.7, -0.8, -0.5], [0.1, -0.1, 0.0], [-0.1, 0.0, 0.0], [-0.1, 0.1, 0.1], [0.1, 0.1, 0.0], [0.1, -0.3, -0.4], [-0.2, 0.1, 0.2], [0.0, -0.4, -0.3], [-0.2, -0.2, -0.1], [0.1, 0.6, 0.5], [-0.2, 0.0, 0.0], [0.0, -0.1, 0.0], [0.2, 0.1, 0.1], [0.0, -0.1, -0.1], [0.1, -0.1, -0.3], [-0.1, 0.1, 0.3], [0.0, 0.1, -0.1], [-0.4, 0.2, -0.2], [0.2, -0.1, 0.2], [0.3, -0.2, -0.3], [0.0, 0.0, -0.1], [-0.3, 0.3, 0.3], [-0.1, 0.1, -0.2], [0.0, -0.3, 0.0], [0.1, 0.0, 0.4]], "mulliken_charge": [0.2329, 1.9173, -1.1854, -0.5055, 0.2045, -0.9518, -0.4411, 0.4364, -0.5713, -1.1816, 0.2660, 0.4886, 0.5122, 0.3512, 0.4258, 0.5313, 0.3239, 0.2425, 0.1948, 0.3800, 0.3043, -0.7709, 0.4293, 0.2458, -0.6412, 0.3888, 0.3347, -0.7637, 0.3106, 0.3240, -0.8198, 0.3530, 0.4226, -0.7775, 0.3276, 0.3742, -0.7455, 0.4061, 0.2896, -0.6744, 0.4043, 0.2353, -0.6466, 0.3281, 0.3814, -0.7416, 0.4929, 0.3919, -0.7949, 0.3848, 0.2691, -0.6611, 0.2564, 0.3725, -0.6609]}


{"formula": "C4H36N2O14", "method": "wB97M-V/def2-TZVPD", "total_energy_ev": -36375.8662, "de_lowest_kj_mol": 534.12, "e_lumo_ev": 0.1, "largest_force_ev_per_a": 5.1, "homo_lumo_gap_ev": 9.224, "charge": 0, "species": ["C", "N", "C", "C", "C", "N", "O", "H", "H", "H", "H", "H", "H", "H", "H", "H", "H", "H", "H", "O", "H", "H", "O", "H", "H", "O", "H", "H", "O", "H", "H", "O", "H", "H", "O", "H", "H", "O", "H", "H", "O", "H", "H", "O", "H", "H", "O", "H", "H", "O", "H", "H", "O", "H", "H", "O"], "xyz": [[-1.9266, 0.8251, 0.2605], [-1.0413, 1.7409, 0.7252], [-1.7656, 2.3189, 3.0960], [-0.6820, 1.8178, 2.1605], [-0.1170, 0.4631, 2.6652], [0.5740, 0.8081, 3.8805], [-2.4442, -0.0927, 0.9164], [-1.9646, 0.9787, -0.7810], [-0.7635, 2.6118, 0.2813], [-2.7210, 2.2020, 2.6299], [-1.7455, 3.3812, 3.5402], [-1.8882, 1.6282, 4.0946], [0.1988, 2.5378, 2.3873], [-0.9362, -0.3737, 2.7513], [0.5480, 0.0306, 1.9081], [0.8188, -0.0729, 4.4547], [0.1592, 1.3710, 4.5542], [4.7473, 1.5018, 0.0989], [3.3691, 1.1335, 0.8995], [4.1706, 0.8753, 0.4804], [3.3810, 1.7187, -2.5014], [3.1129, 0.9842, -3.6889], [3.3571, 1.8719, -3.4526], [-1.6693, -0.7770, -2.5657], [-3.2335, -0.5093, -2.4676], [-2.4549, -0.3956, -2.9634], [-1.0032, 1.9147, -2.8159], [0.1806, 1.9027, -1.9128], [-0.7468, 2.1205, -1.9183], [-3.8372, -1.9062, 2.4156], [-3.9976, -1.5537, 0.8461], [-4.2232, -2.1995, 1.5556], [-0.7773, -1.8660, 0.0239], [-2.0748, -2.6558, -0.3781], [-1.1458, -2.5040, -0.5851], [3.3380, -0.8969, 1.4497], [3.1141, -0.7632, -0.0369], [2.7152, -1.1724, 0.7449], [1.6442, -2.4790, -0.9517], [0.9912, -3.4511, 0.1808], [1.4063, -3.3891, -0.6883], [1.6797, 1.4530, -0.0551], [1.1375, 2.6933, -0.5604], [1.7896, 2.3988, 0.1032], [-0.8612, 0.7965, -4.9326], [0.2706, 1.8150, -4.6257], [-0.0994, 0.9980, -4.4020], [-1.6604, -3.1160, 3.1032], [-0.5492, -3.9887, 2.5559], [-0.7319, -3.0957, 2.7720], [1.0258, -0.3650, -2.6965], [1.9496, -1.0574, -1.6896], [1.8786, -0.3210, -2.2757], [-0.4320, -3.0589, -3.4642], [0.1420, -2.6304, -2.1248], [-0.2065, -2.2016, -3.0013]], "forces_ev_per_angstrom": [[0.6, -0.1, 1.3], [0.3, 0.8, 2.8], [-1.4, -0.4, 3.4], [1.8, 0.0, 1.1], [-2.1, -0.6, -0.2], [2.8, -4.1, 0.8], [0.4, 1.1, -0.8], [-1.0, -0.3, -1.4], [-0.7, -0.9, -0.8], [-0.8, 0.0, -0.3], [0.5, -1.5, -1.1], [0.5, 1.5, -2.4], [-1.1, -1.1, -1.4], [1.2, 1.8, 0.2], [0.4, 0.3, 0.3], [-0.3, 1.8, -1.5], [-1.5, 1.4, 0.7], [0.2, 1.7, -0.2], [-0.4, 1.5, 0.2], [0.8, -2.6, -0.1], [0.1, 0.5, 0.3], [-0.3, -0.7, -0.7], [0.1, 0.3, 0.5], [-0.2, -0.7, 0.3], [-1.0, -0.5, 1.3], [1.1, 1.1, -1.8], [-0.2, -0.3, -0.6], [0.5, -0.4, -0.3], [0.0, 0.8, 0.3], [-0.4, 0.2, -1.5], [0.2, -0.3, 1.4], [0.2, 0.1, 0.2], [-0.5, 0.2, 0.6], [0.2, 0.4, 0.4], [-0.2, -0.5, -0.2], [-0.5, -0.4, -0.6], [0.2, 0.0, 0.4], [0.0, 0.1, 0.4], [-0.2, -1.1, 1.4], [0.2, 0.8, -0.3], [0.4, -0.2, -1.1], [0.2, -0.4, 0.3], [0.6, 0.6, 0.5], [-0.7, -0.1, -1.0], [-0.5, 0.0, -0.4], [0.8, 1.9, -1.0], [-0.2, -2.0, 1.3], [1.1, 0.1, -0.5], [0.3, -1.4, -0.3], [-1.3, 1.3, 0.8], [-0.7, -0.4, -0.6], [-0.1, -0.5, 0.2], [0.8, 1.3, 0.1], [0.2, 1.6, 0.3], [-1.2, 1.1, -1.9], [1.0, -2.8, 1.1]], "mulliken_charge": [-0.3340, 0.0383, -1.4318, 0.3246, 0.1743, -0.6864, -0.5311, 0.5877, 0.4940, 0.4088, 0.2193, 0.2552, 0.3517, -0.0189, -0.1829, 0.2487, 0.2763, 0.2734, 0.3435, -0.6775, 0.3095, 0.3386, -0.6484, 0.3797, 0.2652, -0.6082, 0.3552, 0.1687, -0.6067, 0.2951, 0.3396, -0.6240, 0.2348, 0.2152, -0.4178, 0.3317, 0.2698, -0.5649, 0.1401, 0.2823, -0.6332, 0.3090, 0.2460, -0.5807, 0.2681, 0.2847, -0.5574, 0.2937, 0.2804, -0.5578, 0.3033, 0.1054, -0.3047, 0.2477, 0.3573, -0.6506]}